{"formula": "C57H66F7O14PS", "method": "wB97M-V/def2-TZVPD", "elements": ["C", "C", "C", "C", "C", "C", "C", "C", "C", "C", "C", "C", "C", "O", "C", "O", "C", "C", "C", "C", "C", "C", "C", "C", "C", "C", "C", "F", "F", "C", "F", "F", "C", "F", "F", "F", "P", "O", "O", "S", "H", "H", "H", "H", "H", "H", "H", "H", "H", "H", "H", "H", "H", "H", "H", "H", "H", "H", "H", "H", "H", "H", "H", "H", "H", "H", "H", "H", "H", "H", "H", "H", "H", "H", "H", "H", "H", "H", "H", "H", "H", "H", "H", "H", "H", "H", "C", "C", "C", "O", "C", "C", "C", "O", "H", "H", "H", "H", "C", "C", "C", "O", "C", "C", "C", "O", "H", "H", "H", "H", "C", "C", "C", "O", "C", "C", "C", "O", "H", "H", "H", "H", "C", "C", "C", "O", "C", "C", "C", "O", "H", "H", "H", "H", "C", "C", "C", "O", "C", "C", "C", "O", "H", "H", "H", "H"], "positions_angstrom": [[9.06384, 3.49973, 1.01770], [9.72425, 2.17045, 0.58676], [9.21866, 1.71982, -0.77871], [7.69973, 1.58805, -0.87118], [7.14617, 0.58647, 0.15909], [6.13132, -0.42601, -0.42375], [4.66642, -0.10866, -0.08314], [3.81257, -1.37416, 0.17400], [3.29134, -1.44973, 1.61701], [1.90990, -2.15293, 1.68870], [0.84472, -1.26629, 2.32699], [-0.56532, -1.76401, 1.99900], [-1.60320, -0.66121, 2.05951], [-2.48433, -0.74042, 3.19790], [-3.07935, 0.50741, 3.12352], [-3.28511, 1.24191, 4.06265], [-3.44780, 0.71427, 1.63825], [-5.01501, 0.64113, 1.64372], [-5.65789, 1.82923, 0.92052], [-5.52306, 3.16407, 1.63088], [-6.17738, 4.28119, 0.78009], [-5.33550, 5.54144, 0.60194], [-3.89533, 5.31777, 0.12700], [-3.70039, 4.16243, -0.84314], [-4.62063, 4.20018, -2.07480], [-2.60723, -0.35837, 0.88853], [-3.37615, -1.59697, 0.46320], [-4.09328, -2.07788, 1.48741], [-2.51064, -2.60680, 0.13167], [-4.33761, -1.47084, -0.78128], [-5.46469, -2.18771, -0.52648], [-4.71459, -0.21228, -1.03524], [-3.77262, -2.09769, -2.10550], [-2.49807, -1.72363, -2.34585], [-3.86883, -3.44939, -2.08116], [-4.54799, -1.63489, -3.12558], [-1.50664, 0.49007, -0.35148], [-2.39423, 0.93470, -1.59157], [-0.44493, -0.56840, -0.91389], [-0.54886, 2.02029, 0.32802], [8.16829, 3.27863, 1.58703], [8.74893, 4.03797, 0.12923], [9.73980, 4.12174, 1.58799], [9.47365, 1.43382, 1.34214], [10.80240, 2.28304, 0.57166], [9.58265, 2.44280, -1.50701], [9.64559, 0.75106, -1.03290], [7.44020, 1.26041, -1.87312], [7.22364, 2.55276, -0.72814], [6.66743, 1.12271, 0.97252], [7.96186, 0.01096, 0.58197], [6.28504, -0.47110, -1.49708], [6.37605, -1.39977, -0.01544], [4.62040, 0.54595, 0.77948], [4.22946, 0.42333, -0.92379], [2.97254, -1.35607, -0.51031], [4.42202, -2.25232, -0.00921], [3.99750, -1.98561, 2.24001], [3.15086, -0.43808, 1.97784], [1.58544, -2.40480, 0.68266], [2.01211, -3.06491, 2.26800], [0.98624, -0.23293, 2.02248], [0.99856, -1.32037, 3.40184], [-0.81787, -2.51875, 2.74004], [-0.51646, -2.28344, 1.05289], [-1.04153, 0.24006, 2.27584], [-3.21912, 1.74022, 1.38112], [-5.36676, 0.66736, 2.66750], [-5.42349, -0.24328, 1.17974], [-5.32608, 1.87906, -0.11096], [-6.72226, 1.59447, 0.88161], [-6.02480, 3.11410, 2.59278], [-4.48177, 3.40031, 1.83290], [-6.43122, 3.87136, -0.19073], [-7.10912, 4.53944, 1.27307], [-5.83156, 6.14002, -0.16170], [-5.38037, 6.14381, 1.50320], [-3.22691, 5.25192, 0.98094], [-3.60113, 6.21390, -0.40088], [-2.68083, 4.23475, -1.20673], [-3.75220, 3.19710, -0.35625], [-4.02499, 4.02939, -2.96419], [-5.11564, 5.15814, -2.19416], [-5.35366, 3.40210, -2.03843], [-1.91352, 1.62295, -2.07955], [-0.79579, -1.46673, -0.96128], [-1.52378, 9.53461, -0.95587], [-1.28394, 10.61459, -1.69455], [-2.33745, 11.63459, -1.93168], [-2.12101, 12.61710, -2.60494], [-3.66713, 11.40222, -1.31230], [-3.90629, 10.32177, -0.57441], [-2.85309, 9.30373, -0.33685], [-3.07036, 8.31817, 0.33451], [-0.77149, 8.77821, -0.76992], [-0.32229, 10.80300, -2.15468], [-4.41980, 12.15783, -1.49749], [-4.86811, 10.13234, -0.11495], [4.98801, -6.72855, 0.29378], [5.38121, -5.46032, 0.22057], [6.05237, -4.79624, 1.36507], [6.39183, -3.63440, 1.30592], [6.27889, -5.60194, 2.59168], [5.88965, -6.87141, 2.66462], [5.21127, -7.53235, 1.52187], [4.84174, -8.68402, 1.58641], [4.48679, -7.23216, -0.52426], [5.22491, -4.85350, -0.66240], [6.76981, -5.09611, 3.41331], [6.03951, -7.47616, 3.54983], [-0.13495, -9.57044, -0.52384], [-0.71588, -10.50527, 0.22222], [0.08916, -11.48778, 0.99230], [-0.44151, -12.33946, 1.67096], [1.56699, -11.38457, 0.89914], [2.14753, -10.45097, 0.15090], [1.34268, -9.47009, -0.61780], [1.87324, -8.61456, -1.29503], [-0.70241, -8.84375, -1.09093], [-1.79111, -10.59563, 0.30669], [2.13521, -12.10635, 1.47156], [3.22288, -10.35450, 0.07167], [-4.62607, -4.95391, 0.65568], [-3.39688, -5.43201, 0.82631], [-3.15546, -6.85380, 1.16992], [-2.03301, -7.28826, 1.31707], [-4.34716, -7.72528, 1.33397], [-5.57882, -7.24729, 1.17767], [-5.81660, -5.82361, 0.82204], [-6.93853, -5.39455, 0.66644], [-4.78996, -3.92371, 0.39631], [-2.52236, -4.81254, 0.70718], [-4.15365, -8.75973, 1.58838], [-6.46014, -7.86511, 1.29387], [-0.67513, 6.31543, -4.89975], [-1.12719, 5.28308, -4.19336], [-0.19976, 4.40277, -3.44032], [-0.60292, 3.46239, -2.78795], [1.24842, 4.71704, -3.50123], [1.70085, 5.74909, -4.20774], [0.77490, 6.63128, -4.96238], [1.18520, 7.57345, -5.60218], [-1.33251, 6.97070, -5.45698], [-2.17922, 5.03843, -4.13275], [1.90398, 4.06248, -2.94082], [2.75306, 5.99626, -4.26643]], "smiles": "CCCCCCCCCCCC[C@@H]1OC(=O)[C@H](CCCCCCCC)[C@@]1(C(F)(F)C(F)(F)C(F)(F)F)P(O)(O)=S.O=C1C=CC(=O)C=C1.O=C1C=CC(=O)C=C1.O=C1C=CC(=O)C=C1.O=C1C=CC(=O)C=C1.O=C1C=CC(=O)C=C1", "e_above_lowest_kj_mol": 0.00, "homo_ev": -9.17, "max_force_ev_per_a": 2.1, "total_charge": 0, "orbital_gap_ev": 7.34}